[1]
This record from the Open Molecules 2025 dataset describes the molecule C17H23N3O3 at a distorted geometry. The level of theory is ωB97M-V/def2-TZVPD.

Properties
Structure (SMILES) = O=C(CC[C@H]1CNCCO1)NC(=O)N[C@@H]1CCc2ccccc21
HOMO = -0.331 Ha
HOMO-LUMO gap = 9.8 eV
Total charge = 0

Element x y z (Å)
1 C -3.89960 -1.65114 2.20268
2 C -3.78247 -5.35789 2.23429
3 C 1.56362 1.71598 0.25536
4 N -2.81447 -0.97114 1.51064
5 C -4.67330 -4.79685 0.04647
6 H -5.05965 -5.15626 -0.90286
7 C 4.25492 1.91180 -2.31672
8 H 5.64754 3.73213 0.24388
9 N -1.73041 1.02434 0.68023
10 H -3.45117 -6.09973 2.93131
11 O -0.54618 -0.75269 -0.00508
12 C 0.39216 1.32839 -0.66261
13 C -2.72541 0.37448 1.40259
14 H -4.31395 -6.77226 0.74726
15 N 4.88480 3.43665 -0.39135
16 H 3.41386 3.43964 1.16859
17 H -3.65974 -3.88836 4.66880
18 C -0.67603 0.45970 0.08114
19 H -4.36045 -1.76786 4.37332
20 C -4.57147 -3.43783 0.32571
21 H 0.74880 0.79529 -1.55380
22 H 2.33789 3.19269 -1.05765
23 H -4.84270 -1.07890 2.13486
24 H 1.97630 0.83819 0.72066
25 H 5.96777 1.73650 -0.97846
26 H -1.74738 2.02427 0.74558
27 H -2.07816 -3.57124 3.90422
28 C 3.81989 2.76269 0.40595
29 O 3.17948 1.33247 -1.54938
30 C -3.15872 -3.43134 3.79503
31 C 5.39313 2.51556 -1.44857
32 H -4.93918 -2.70116 -0.40375
33 C -3.68168 -3.98668 2.51654
34 C 2.70493 2.29464 -0.56205
35 C -4.24587 -5.74726 0.99973
36 H 4.67602 1.11485 -2.95532
37 O -3.50041 1.16954 1.89827
38 C -4.11007 -3.02540 1.61123
39 H 1.25394 2.44516 1.03111
40 H 6.10227 3.03402 -2.13281
41 H 3.84538 2.67014 -2.95210
42 H -2.70491 -1.30015 3.95838
43 H -2.19939 -1.48414 0.91589
44 H 4.24894 1.88749 0.89083
45 H -0.13080 2.21515 -1.06791
46 C -3.53538 -1.95895 3.65762

Force components x, y, z for each atom (eV/Å):
-0.78 0.03 -0.26
0.15 0.77 -0.60
-0.20 0.06 -0.87
0.23 0.93 -0.60
0.48 0.02 0.54
0.06 0.21 0.08
0.49 -0.45 0.98
-0.61 -0.36 -0.75
1.17 -0.23 -0.41
0.12 -0.22 0.41
-0.16 -0.15 0.41
-1.33 0.45 0.58
-1.41 0.76 0.74
-0.05 -0.94 -0.15
-0.17 -0.01 0.04
0.10 -0.07 -0.32
0.36 0.13 -0.37
2.12 -1.19 -2.24
0.24 0.18 -0.67
-0.37 0.47 0.73
-0.13 -0.25 0.60
0.05 0.17 -0.47
0.66 0.14 -0.03
-0.13 -0.56 0.48
0.21 -0.83 0.15
-0.41 0.19 0.18
-0.13 -0.13 -0.07
0.68 -0.06 -1.42
0.32 1.06 0.93
-0.20 0.10 0.21
-0.31 0.57 0.00
0.32 -0.30 0.36
-0.26 -1.24 -0.26
0.50 0.34 0.53
-0.46 1.12 -0.45
-0.27 0.28 0.38
-1.01 -0.20 0.88
0.27 -1.07 -0.80
0.20 -0.39 -0.40
-0.58 -0.05 0.46
-0.29 0.66 -0.46
-0.38 -0.15 -0.02
0.53 -0.47 -0.24
-0.14 -0.37 0.34
0.36 0.01 0.32
0.16 1.01 1.54

Atomic partial charges in e from the natural (NBO) method, atoms 1 to 2:
1 C -0.092
2 C -0.198

***

[2]
This record from the Open Molecules 2025 dataset describes a structure of composition C24H38F6N3NiOSi. The level of theory is ωB97M-V/def2-TZVPD.

Properties
2S+1 = 3
HOMO (spin up / spin down) = -0.109 / -0.156 Ha
HOMO-LUMO gap (spin up / spin down) = 5.8 / 7.0 eV
Total charge = -1
<S²> = 2.01

Element x y z (Å)
1 C -2.59419 -1.77091 -4.25040
2 H 1.82008 2.64302 -2.83645
3 H 4.43023 2.29729 0.18325
4 H -5.27454 -0.60771 2.02285
5 Ni 0.86624 0.43764 0.37246
6 H -3.81077 -0.23888 -3.36440
7 H 1.88592 3.34977 2.53932
8 C 0.87138 2.09893 -2.91954
9 F 2.10868 -4.99945 1.12054
10 C -4.53371 0.37041 -0.40991
11 H -4.05241 2.75688 0.86949
12 C -0.25108 -1.65836 -3.70545
13 C -0.43554 -0.51551 -2.92074
14 C -4.18943 -0.54596 1.88898
15 H 4.34389 0.45452 2.42312
16 N 1.13072 2.67055 0.72136
17 H 2.35947 -0.35992 -4.00262
18 C -2.36635 0.63029 0.73718
19 C -1.74686 -0.03209 -2.81478
20 F 3.36905 -3.36050 0.52078
21 H 3.36982 -0.10350 0.37209
22 H 0.66784 1.95466 -3.98577
23 C 3.37121 0.89910 2.18466
24 C -4.30897 1.92777 1.53145
25 H 2.39088 -0.82433 3.00637
26 H -1.94194 0.82509 -2.17844
27 O 1.43822 -1.52442 0.81919
28 C 0.92730 3.01897 2.13443
29 H -3.82620 -1.49603 1.49650
30 H 3.45725 1.96388 2.41405
31 H 2.21504 3.54079 -0.83468
32 N 3.05760 0.77690 0.76225
33 H 0.54213 2.09929 4.04129
34 H -0.16902 -2.65338 -0.93987
35 H -4.19345 -0.55990 -0.86564
36 C 2.28271 -3.66837 1.25172
37 H -3.72448 -0.38814 2.86394
38 C 3.41892 1.93180 -0.04246
39 C -0.10093 -3.04646 1.79461
40 H -3.42227 -2.25352 -4.75654
41 H 0.31805 -0.18010 2.80537
42 H 2.46073 0.56783 4.11045
43 C 2.50935 -0.35349 -2.91657
44 H 3.40677 1.61635 -1.08239
45 H 2.84879 3.88452 0.76384
46 H 3.40977 0.23761 -2.71780
47 H -1.12734 -3.16839 -4.95898
48 C 0.62475 -3.30971 -0.58591
49 Si 0.98289 0.39419 -2.02252
50 H 0.26877 -4.34167 -0.57539
51 H 0.34170 2.95060 0.15602
52 C -1.30887 -2.28167 -4.36162
53 C 2.40456 3.10006 0.14241
54 H 0.74334 -2.07903 -3.81012
55 C 1.07044 -2.81164 0.79797
56 C -1.16109 0.57775 0.53576
57 C -3.82795 0.59960 0.93281
58 H 0.24439 3.86879 2.23120
59 H -3.83386 2.10554 2.49845
60 H -0.69175 1.77245 2.80065
61 C -2.80871 -0.63911 -3.47220
62 H 1.46946 -3.22497 -1.26991
63 H -5.39449 1.91655 1.67419
64 F 0.10444 -2.44153 2.98391
65 F 2.62049 -3.45614 2.53995
66 H -4.30673 1.18280 -1.10387
67 N 0.95476 0.57951 2.60671
68 C 0.37892 1.85972 2.97946
69 C 2.29573 0.25814 3.06759
70 H 0.08176 2.74316 -2.51689
71 H -5.61860 0.32330 -0.26956
72 H 2.72511 -1.37742 -2.59660
73 F -1.24586 -2.56124 1.31057
74 F -0.32213 -4.35253 2.07882

Force components x, y, z for each atom (eV/Å):
0.02 0.01 0.00
-0.03 0.01 -0.01
0.03 0.03 -0.01
0.01 0.01 0.00
-0.22 -0.15 0.20
0.00 0.00 -0.01
-0.01 -0.01 0.00
0.04 0.05 -0.06
-0.02 -0.16 -0.02
0.03 0.01 -0.02
-0.01 0.00 0.01
-0.05 0.02 -0.02
-0.17 -0.09 0.02
0.00 0.00 0.01
0.02 0.00 0.05
0.02 0.06 0.04
0.05 -0.01 0.01
0.13 0.03 -0.10
-0.02 -0.03 -0.03
0.05 0.01 -0.07
-0.04 -0.02 -0.01
0.02 0.05 0.00
-0.06 0.01 -0.07
-0.01 0.01 0.01
0.01 0.00 -0.02
0.01 -0.01 0.00
0.30 0.04 0.16
0.03 -0.06 -0.05
-0.01 0.01 0.00
0.00 -0.01 -0.01
0.03 0.02 -0.03
0.05 0.09 0.04
-0.01 0.03 0.02
0.03 0.01 0.01
-0.01 0.00 0.02
-0.02 0.12 -0.04
0.00 -0.01 0.00
-0.08 -0.05 0.06
0.07 -0.07 -0.10
0.00 0.00 -0.01
0.00 0.01 -0.06
0.03 0.00 0.02
0.08 0.02 -0.05
-0.01 -0.01 -0.03
0.01 0.01 0.00
0.01 -0.02 -0.02
0.00 -0.01 0.00
-0.07 -0.03 0.02
0.07 0.01 -0.18
0.00 0.00 -0.01
0.01 -0.01 0.00
0.02 0.04 0.05
-0.02 -0.08 0.04
-0.01 0.00 -0.01
-0.14 0.13 -0.16
-0.18 0.00 0.06
0.00 -0.01 0.03
-0.01 0.02 0.04
0.00 0.00 -0.01
-0.01 0.01 -0.01
0.06 -0.02 0.01
0.00 0.01 0.02
0.01 0.00 0.00
0.03 0.08 0.09
0.02 0.04 0.12
0.00 0.00 0.01
0.05 0.12 0.14
0.02 -0.07 -0.08
-0.04 -0.02 -0.07
0.01 -0.05 0.01
0.00 0.00 0.00
-0.03 0.02 0.02
-0.08 0.04 -0.01
-0.04 -0.14 0.01

Atomic partial charges in e from the Mulliken method, atoms 1 to 2:
1 C -0.509
2 H 0.312

***

[3]
This record from the Open Molecules 2025 dataset describes a cluster of 2 separate species, C5H13NO in total at a distorted geometry. The level of theory is ωB97M-V/def2-TZVPD.

Properties
2S+1 = 2
HOMO (spin up / spin down) = -0.511 / -0.511 Ha
HOMO-LUMO gap (spin up / spin down) = 10.5 / 7.1 eV
Total charge = +1
<S²> = 0.76

Element x y z (Å)
1 H -0.23150 2.34589 0.19895
2 H -1.11961 0.53920 -0.25372
3 H 3.09575 2.06008 1.34978
4 H 3.47591 2.13291 -0.37847
5 H -3.48370 -2.77754 -0.74881
6 H -1.90938 -1.83765 0.10683
7 H -0.36818 -2.32438 0.44123
8 N 0.74444 2.44355 0.22586
9 H -4.45326 -2.77718 -1.90070
10 H -0.73120 -1.56994 -1.23583
11 C 1.50341 1.37465 0.21312
12 C 0.91642 0.08444 0.24004
13 O -4.42016 -2.69150 -0.94007
14 C -0.53197 -0.17446 0.34720
15 H 1.59305 -0.74095 0.08062
16 C -0.88916 -1.58399 -0.16633
17 C 2.97989 1.55814 0.39646
18 H -0.90070 0.04145 1.35850
19 H 1.27123 3.30189 0.25598
20 H 3.45871 0.59541 0.40938

Force components x, y, z for each atom (eV/Å):
-1.43 0.49 -0.08
0.26 0.09 -0.05
0.34 0.06 0.23
-0.21 0.31 -0.19
0.03 -0.14 0.09
-0.34 0.44 -0.44
0.66 -0.13 -0.67
2.12 -0.48 -0.08
-0.21 -0.02 0.08
0.11 -0.71 -0.10
0.18 -0.44 0.53
-0.09 0.43 -0.40
0.13 0.10 -0.24
-0.56 -0.10 -0.48
0.05 -0.18 0.18
-0.28 0.51 1.50
-0.45 -0.24 -0.31
0.22 -0.30 0.19
-0.79 0.63 -0.01
0.24 -0.31 0.23

Atomic partial charges in e from the natural (NBO) method, atoms 1 to 2:
1 H 0.427
2 H 0.232

***

[4]
This record from the Open Molecules 2025 dataset describes the molecule C6H8OS at a distorted geometry. The level of theory is ωB97M-V/def2-TZVPD.

Properties
HOMO (spin up / spin down) = -0.280 / -0.280 Ha
HOMO-LUMO gap (spin up / spin down) = 8.0 / 8.0 eV
Total charge = 0

Element x y z (Å)
1 C -0.20160 -1.04208 -0.23555
2 C -1.37740 1.45398 -0.17976
3 H -2.02967 1.27109 0.70693
4 S 3.02072 -0.15313 -0.43405
5 H 0.20530 -1.58478 -1.03655
6 H 1.68017 -0.57805 1.68184
7 H -0.96668 -1.09260 1.50067
8 C -0.15477 1.87453 0.40535
9 H -1.75507 2.20118 -0.83526
10 H -1.91793 -0.51919 -1.10645
11 C -1.05319 -0.02160 -0.92077
12 O -0.71835 -1.73190 0.81821
13 H 3.36802 -1.36423 -0.10273
14 C 0.76490 1.12641 0.83769
15 C 1.63202 0.00963 0.75284
16 H -0.49647 0.15074 -1.85242

Force components x, y, z for each atom (eV/Å):
-0.04 2.36 1.59
-0.47 -2.34 0.37
-0.23 0.21 -1.01
-0.97 1.58 0.46
1.22 -1.53 -0.17
0.40 0.01 -0.63
-0.11 -0.10 -0.15
3.66 -1.31 2.05
-0.88 0.07 -0.77
-2.92 -1.26 -0.70
2.83 2.88 1.09
0.16 -0.15 -0.10
0.13 -0.98 0.41
-0.40 0.82 -1.82
-1.87 -0.64 -0.71
-0.51 0.38 0.10

Atomic partial charges in e from the natural (NBO) method, atoms 1 to 2:
1 C 0.262
2 C -0.452

***

[5]
This record from the Open Molecules 2025 dataset describes a structure of composition C25H47ClIrP2 at a distorted geometry. The level of theory is ωB97M-V/def2-TZVPD.

Properties
2S+1 = 6
HOMO (spin up / spin down) = -0.470 / -0.532 Ha
HOMO-LUMO gap (spin up / spin down) = 8.4 / 4.7 eV
Total charge = +2
<S²> = 8.77

Element x y z (Å)
1 C 0.18635 -3.40808 -2.82825
2 H -1.40241 -2.27791 0.25444
3 H 0.38711 -1.70231 3.14584
4 C -3.11149 -0.36529 2.18291
5 H -3.42350 -1.24642 1.61062
6 Cl -1.64124 3.29484 1.38082
7 C 1.44441 -4.29054 -0.00423
8 H -0.36895 -5.42993 -2.35343
9 H -3.55759 0.53189 1.73947
10 C -0.80056 -4.41652 -2.30526
11 P -1.77141 0.01011 -1.81650
12 H -3.47331 -0.46174 3.21775
13 H 2.28099 -4.29559 0.71284
14 C 2.04529 -4.30961 -1.44163
15 C 1.39801 1.18121 0.77279
16 H 2.77674 -1.48142 2.45713
17 H -3.45328 -1.28071 -0.64313
18 C 1.30616 1.30926 -0.72860
19 C 3.65942 -1.62295 -0.36009
20 C -1.73761 2.04571 0.08575
21 C -0.69705 -1.76032 2.99077
22 H 2.18122 -2.67030 -2.91259
23 H -1.23993 -5.15192 -0.31767
24 Ir -0.42990 0.43370 0.09253
25 C -2.97448 -1.33325 -1.62966
26 H -3.74665 -1.23820 -2.40398
27 H 4.69703 -1.28361 -0.23462
28 H -2.22205 2.16530 -2.88188
29 C 1.14906 2.64096 -1.38825
30 C -1.35562 -4.20016 -0.86535
31 H -0.14305 -2.88540 -3.73356
32 C 2.16431 0.26414 -1.27264
33 H 0.78239 2.52102 -2.41320
34 C 2.75229 -0.38722 2.33595
35 H 1.91920 -5.33075 -1.83992
36 H -2.78701 1.71528 0.13593
37 H 3.48719 -2.39765 0.39495
38 C 1.45969 -3.32065 -2.41195
39 C 2.24026 0.00328 1.00814
40 H 3.13123 -4.14940 -1.36969
41 H -3.34643 0.89053 -3.43451
42 H 0.06709 -1.07775 -2.93344
43 H 3.59344 -2.08443 -1.34715
44 P -1.29310 -0.22499 2.19903
45 H -2.44248 -4.03446 -0.93593
46 C 1.51090 2.39837 1.63501
47 H 2.44331 2.92961 1.40518
48 C 2.68439 -0.51336 -0.22238
49 H 2.12138 3.14896 -1.43090
50 H -1.18927 -1.87806 3.96871
51 H 0.44812 3.27168 -0.83742
52 H 0.09097 0.97158 3.82235
53 H 3.68067 0.35532 -2.78334
54 H -0.90731 -2.63565 2.36974
55 C -0.73127 -3.08006 -0.06828
56 C 2.59403 0.19068 -2.68391
57 H -1.52370 0.56704 4.47560
58 H 1.00621 -2.34921 0.94767
59 H 0.90632 -5.24242 0.14663
60 H -0.17615 0.57764 -3.56187
61 H 2.13516 0.03721 3.14177
62 H 0.67541 3.07775 1.45915
63 H -1.65477 -4.41990 -3.00176
64 H -1.63191 2.65543 -0.82367
65 H 1.50635 2.13541 2.69592
66 C 0.55674 -3.12739 0.31877
67 H -1.32914 1.93272 3.33611
68 H 2.07867 0.94065 -3.29732
69 C -2.83759 1.31705 -2.55701
70 H -1.27941 -0.73823 -4.05880
71 C -0.97888 0.92609 3.59015
72 H -3.59571 1.65934 -1.84220
73 H -2.46723 -2.29363 -1.75025
74 H 3.78476 -0.02129 2.47982
75 H 2.38326 -0.79869 -3.11402
76 C -0.68450 -0.33543 -3.22707

Force components x, y, z for each atom (eV/Å):
0.67 -0.33 -0.48
0.33 -0.10 -0.05
-0.26 0.06 -0.02
-0.11 -0.01 -0.19
0.03 0.15 0.14
-0.30 0.14 -0.14
0.34 -0.35 0.27
-0.01 0.34 -0.05
0.05 -0.18 0.15
-0.27 -0.19 -0.37
-0.43 0.05 -1.91
0.17 -0.01 -0.30
-0.32 -0.14 -0.18
0.37 -0.04 0.17
2.98 -0.70 0.75
0.07 0.28 -0.01
0.11 -0.06 -0.28
0.87 -0.71 -0.45
-0.19 -0.11 -0.16
-1.44 2.42 0.14
-0.26 -0.29 -0.04
-0.42 -0.16 -0.02
-0.05 0.42 -0.07
-1.65 -0.92 -0.41
-0.09 -0.28 -0.21
0.18 -0.02 0.17
-0.13 0.14 0.05
-0.24 -0.15 0.07
-0.18 0.14 -0.23
-0.41 -0.10 0.19
0.25 0.06 0.52
-0.67 1.15 -0.81
0.05 0.15 0.13
0.00 -0.21 0.51
0.05 0.39 0.02
0.35 -0.01 -0.13
0.07 0.19 -0.05
-0.46 -0.63 -0.60
-0.70 1.44 0.80
-0.38 -0.14 -0.09
0.24 0.04 0.28
-0.28 0.36 -0.08
0.08 0.18 0.12
0.64 -0.26 2.23
0.38 -0.17 0.15
-0.43 0.11 0.27
-0.04 -0.18 0.05
0.85 -1.08 0.24
-0.18 -0.04 -0.02
0.13 0.10 -0.29
0.18 0.04 -0.14
-0.26 -0.11 -0.05
-0.29 -0.05 0.04
0.04 0.18 0.28
0.69 -0.49 0.27
0.10 0.17 -0.45
0.18 0.02 -0.26
-0.41 -0.10 -0.27
0.08 0.44 0.07
-0.29 -0.11 0.17
0.28 -0.16 -0.23
0.37 -0.05 0.12
0.29 -0.15 0.26
-0.13 -0.40 0.23
0.12 0.13 -0.15
-0.62 0.05 -0.01
0.15 -0.36 0.22
0.26 -0.23 0.15
0.11 0.08 0.32
0.17 0.13 0.10
-0.22 0.28 -0.12
0.14 -0.02 -0.32
-0.22 0.26 0.06
-0.29 -0.12 -0.02
0.10 0.28 0.11
0.06 -0.44 -0.21

Atomic partial charges in e from the Mulliken method, atoms 1 to 2:
1 C -0.683
2 H -0.070

***

no.,energy (Eh)
1,-1051.60984
2,-3573.87787
3,-328.00592
4,-706.64056
5,-2227.22316